A 3-piece molecular cluster, C50H50N3O10PSi overall in a non-equilibrium geometry, computed with wB97M-V/def2-TZVPD.

Last column: Löwdin charge in e.
CARTESIAN COORDINATES (ANGSTROEM)
C  -7.79  1.35  1.31  0.0783
C  -6.65  2.11  1.35  -0.0649
C  -5.52  1.85  2.32  -0.4958
O  -5.65  0.96  3.13  0.1046
O  -4.40  2.62  2.18  -0.0543
C  -3.30  1.87  1.60  -0.1566
C  -3.45  1.88  0.06  -0.1755
C  -3.36  3.34  -0.49  -0.1690
C  -2.26  3.58  -1.56  -0.1934
C  -0.93  2.80  -1.33  -0.1619
C  -0.58  1.71  -2.42  -0.1381
C  -0.49  0.28  -1.84  -0.1866
C  0.71  0.02  -1.22  0.0139
C  1.00  -1.22  -0.59  -0.2125
N  2.24  -1.34  0.01  0.1490
C  2.33  -2.52  0.57  -0.0705
C  1.34  -3.58  0.56  -0.3342
N  1.60  -4.82  1.21  0.0922
N  0.19  -3.44  -0.04  0.1859
C  0.00  -2.21  -0.62  -0.1525
C  -1.26  -1.97  -1.27  -0.1039
C  -2.31  -3.11  -1.24  -0.0975
C  -2.68  -3.63  -2.68  -0.2630
O  -4.10  -3.56  -2.78  -0.2503
Si  -4.73  -4.30  -4.17  0.4591
C  -6.18  -3.20  -4.73  -0.1583
C  -3.53  -4.43  -5.61  -0.1716
C  -5.48  -5.96  -3.63  -0.1602
C  -1.54  -0.72  -1.88  -0.1114
P  -3.15  -0.41  -2.71  0.5244
O  -3.25  -1.05  -4.03  -0.2558
O  -3.47  1.16  -2.93  -0.1356
O  -4.31  -0.90  -1.69  -0.1134
H  -8.54  1.34  2.12  0.0820
H  -8.03  0.73  0.44  0.0793
H  -6.57  2.97  0.66  0.1164
H  -2.31  2.22  1.94  0.1159
H  -3.39  0.82  1.94  0.1312
H  -4.49  1.54  -0.13  0.0998
H  -2.79  1.16  -0.44  0.0768
H  -4.33  3.59  -0.97  0.1103
H  -3.28  4.03  0.36  0.1136
H  -2.01  4.65  -1.51  0.1059
H  -2.62  3.43  -2.59  0.0912
H  -0.11  3.54  -1.32  0.1082
H  -0.88  2.32  -0.34  0.1065
H  0.46  1.94  -2.73  0.1080
H  -1.18  1.77  -3.33  0.0929
H  1.49  0.79  -1.22  0.1329
H  3.27  -2.73  1.11  0.1220
H  1.94  -5.50  0.54  0.0922
H  2.36  -4.63  1.87  0.0743
H  -1.91  -3.99  -0.72  0.0999
H  -3.21  -2.82  -0.68  0.1155
H  -2.14  -3.07  -3.46  0.1022
H  -2.37  -4.69  -2.77  0.1176
H  -6.13  -2.20  -4.27  0.0265
H  -7.13  -3.66  -4.40  0.0196
H  -6.23  -3.11  -5.84  0.0305
H  -2.62  -5.02  -5.38  0.0310
H  -3.28  -3.43  -6.00  0.0397
H  -4.07  -4.95  -6.43  0.0379
H  -5.11  -6.77  -4.27  0.0251
H  -5.19  -6.13  -2.58  0.0306
H  -6.58  -5.87  -3.63  0.0218
H  -3.10  1.39  -3.80  0.0820
H  -3.97  -0.65  -0.81  0.0650
O  6.76  -1.35  -0.15  0.1037
C  7.02  -1.12  -1.31  -0.2761
C  5.98  -1.31  -2.37  -0.0775
C  4.71  -1.73  -2.01  -0.0029
C  3.73  -1.87  -2.97  -0.0532
C  4.01  -1.59  -4.31  -0.0505
C  5.29  -1.18  -4.67  -0.0007
C  6.28  -1.04  -3.71  -0.0833
C  7.64  -0.62  -4.12  -0.2777
O  7.91  -0.44  -5.29  0.1061
C  8.67  -0.41  -3.06  -0.0828
C  9.94  0.02  -3.42  -0.0014
C  10.90  0.24  -2.44  -0.0571
C  10.59  0.04  -1.10  -0.0575
C  9.32  -0.40  -0.74  -0.0021
C  8.36  -0.63  -1.71  -0.0832
H  4.48  -1.95  -0.97  0.0876
H  2.74  -2.20  -2.69  0.0984
H  3.24  -1.68  -5.06  0.1088
H  5.51  -0.96  -5.71  0.1209
H  10.19  0.18  -4.46  0.1208
H  11.89  0.58  -2.72  0.1074
H  11.33  0.23  -0.34  0.1072
H  9.09  -0.56  0.31  0.1203
O  -0.08  2.64  9.18  0.1048
C  0.14  2.90  8.02  -0.2781
C  -0.93  2.75  6.99  -0.0851
C  -2.19  2.32  7.38  0.0006
C  -3.20  2.20  6.44  -0.0409
C  -2.96  2.52  5.10  -0.0337
C  -1.70  2.93  4.71  0.0046
C  -0.68  3.04  5.65  -0.0819
C  0.68  3.47  5.21  -0.2774
O  0.91  3.67  4.04  0.1015
C  1.74  3.65  6.24  -0.0834
C  3.00  4.08  5.85  -0.0025
C  3.99  4.28  6.80  -0.0586
C  3.72  4.05  8.15  -0.0583
C  2.47  3.60  8.54  -0.0021
C  1.47  3.40  7.59  -0.0825
H  -2.39  2.07  8.42  0.1204
H  -4.19  1.87  6.74  0.1111
H  -3.75  2.44  4.37  0.0841
H  -1.50  3.18  3.68  0.1031
H  3.21  4.26  4.80  0.1201
H  4.97  4.62  6.50  0.1067
H  4.49  4.21  8.89  0.1069
H  2.26  3.42  9.58  0.1205

The total energy comes out at -3482.91122 Ha. The LUMO energy comes out at -0.0389 Eh. As for the HOMO energy: -9.01 eV. As for the SMILES: C=CC(=O)OCCCCCCc1cc2ncc(N)nc2c(CCO[Si](C)(C)C)c1P(=O)(O)O.O=C1c2ccccc2C(=O)c2ccccc21.O=C1c2ccccc2C(=O)c2ccccc21.

=====

The molecule C5H7P in a non-equilibrium geometry, computed with wB97M-V/def2-TZVPD.

Last column: Löwdin charge in e.
CARTESIAN COORDINATES (ANGSTROEM)
C  1.92  -0.64  0.39  -0.0025
C  0.94  -0.04  1.03  -0.2322
C  -0.21  0.57  0.40  -0.5858
C  -0.13  1.65  -0.36  -0.0442
P  -2.00  -0.04  0.63  0.8834
C  -2.08  -1.04  -0.73  -0.3559
H  2.82  -0.94  0.84  0.0376
H  1.99  -0.87  -0.65  0.0546
H  1.03  -0.03  2.17  0.1281
H  -1.05  2.21  -0.64  0.0487
H  0.76  2.20  -0.75  0.0765
H  -2.88  -1.62  -1.08  -0.0519
H  -1.10  -1.40  -1.25  0.0436

The total energy comes out at -535.95219 Ha. The LUMO energy comes out at 0.0073 Eh. For the relative energy (zero: lowest compared OMol25 entry of this formula, charge and spin), the calculation gives 163.65 kJ/mol. As for the HOMO energy: -9.31 eV. As for the SMILES: C=CC(=C)P=C.

=====

The molecule CH4P2 in a non-equilibrium geometry, computed with wB97M-V/def2-TZVPD.

Last column: Löwdin charge in e.
CARTESIAN COORDINATES (ANGSTROEM)
H  2.62  0.35  0.43  -0.1857
P  1.75  -0.38  -0.34  0.7028
C  0.33  -0.01  0.47  -0.9190
P  -1.09  -1.10  0.14  0.6380
H  0.37  0.80  1.32  0.0332
H  -1.85  -0.39  -0.79  -0.1388
H  -0.63  -1.81  -1.00  -0.1307

The total energy comes out at -723.12194 Ha. The LUMO energy comes out at -0.0057 Eh. For the relative energy (zero: lowest compared OMol25 entry of this formula, charge and spin), the calculation gives 65.47 kJ/mol. As for the HOMO energy: -9.12 eV. As for the SMILES: [H]/P=C/P.

=====

Number 1: orbital gap 8.0 eV. Number 2: orbital gap 9.5 eV. Number 3: orbital gap 9.0 eV.